Entry i
Entry from the Open Molecules 2025 dataset: a cluster of 2 separate species, C5H15NO in total (ωB97M-V/def2-TZVPD).

Properties
Spin multiplicity   2
Charge   -1
Kohn-Sham gap (alpha / beta)   0.1048 / 0.3348 Eh

Each line ends with the Mulliken spin population.
Positions of all 22 atoms, in Å:
O  -1.2282  -0.2383  0.0779  -0.38
N  0.3081  1.7714  0.4002  1.44
C  0.8740  -2.5297  0.1802  0.12
C  -1.1549  -1.2537  1.0365  -0.05
C  0.2567  -1.7235  1.3171  0.65
C  0.4748  1.3995  -2.0381  0.49
C  0.2778  2.4139  -0.9139  2.08
H  1.1818  1.3295  0.6878  -0.30
H  -1.6310  -0.9694  1.9919  -0.19
H  -0.5380  0.6377  0.2720  0.09
H  -0.4473  0.8682  -2.2708  0.00
H  0.7301  1.9463  -2.9502  -0.22
H  0.8945  -0.8935  1.6429  -0.39
H  -1.7113  -2.1019  0.6050  0.05
H  0.7447  -1.9540  -0.7474  -0.01
H  1.2230  0.6414  -1.7937  -0.16
H  0.2234  -2.3577  2.2206  0.10
H  0.3523  -3.4804  0.0479  0.00
H  1.9518  -2.6754  0.2683  -0.14
H  1.0318  3.1994  -0.9935  -1.29
H  -0.7293  2.8058  -1.0512  -0.11
H  -0.1300  2.2870  1.1662  -0.79

Entry ii
Entry from the Open Molecules 2025 dataset: a cluster of 2 separate species, C5H15NO in total (ωB97M-V/def2-TZVPD).

Properties
Spin multiplicity   2
Charge   -1
Kohn-Sham gap (alpha / beta)   0.1038 / 0.3192 Eh

Each line ends with the Mulliken spin population.
Positions of all 22 atoms, in Å:
O  0.8536  -4.0041  -1.0719  0.86
N  -0.2275  0.4633  0.9882  -0.87
C  -0.0427  0.6709  -1.4771  0.73
C  -1.1216  0.1436  2.0778  0.49
C  0.4179  2.1212  -1.3540  0.22
C  1.0921  -0.1189  1.1432  0.73
C  -0.8804  0.2314  -0.2963  0.87
H  1.0828  2.2792  -0.5137  0.06
H  1.4194  0.1672  2.1481  -0.10
H  -0.4373  2.7861  -1.3009  0.00
H  -0.6637  0.4711  3.0059  0.04
H  -0.5942  0.5699  -2.4145  -0.66
H  -1.2290  -0.8133  -0.3389  0.00
H  0.9960  2.4092  -2.2430  -0.19
H  -1.7857  0.8579  -0.2919  -0.13
H  -0.0812  -4.1392  -0.8409  -0.31
H  -2.0133  0.7658  1.9721  0.04
H  0.9257  -3.0414  -1.1839  -0.14
H  -1.4184  -0.9050  2.1352  -0.30
H  1.1049  -1.2122  1.0410  -0.15
H  1.7787  0.2850  0.3999  -0.01
H  0.8240  0.0123  -1.5843  -0.20

Calculated relative energies: entry i 0.0123; entry ii 0.0000, given in hartree

Entry i
Entry from the Open Molecules 2025 dataset: the molecule C2H2ClP (ωB97M-V/def2-TZVPD).

Properties
Structure (SMILES)   ClC1=PC1
Kohn-Sham gap   0.3298 Eh

Each line ends with the natural charge from an NBO analysis.
Positions of all 6 atoms, in Å:
Cl  0.1755  -2.3116  0.3384  0.02
P  -0.1792  0.2267  -1.6723  0.56
C  0.1240  -0.6635  -0.3059  -0.43
C  -0.0444  0.6299  0.2947  -0.56
H  -0.9349  0.9389  0.5790  0.19
H  0.8590  1.1795  0.7661  0.21

Entry ii
Entry from the Open Molecules 2025 dataset: the molecule C2H2ClP (ωB97M-V/def2-TZVPD).

Properties
Structure (SMILES)   Cl[C@@H]1C=P1
Kohn-Sham gap   0.3267 Eh

Each line ends with the natural charge from an NBO analysis.
Positions of all 6 atoms, in Å:
Cl  1.9102  -0.7323  0.0043  -0.02
P  -0.1457  1.6036  0.0041  0.59
C  0.3690  -0.1042  0.4244  -0.55
C  -0.7565  0.0445  -0.5657  -0.46
H  -1.3963  -0.4027  -1.2656  0.23
H  0.0193  -0.4090  1.3985  0.21

Entry iii
Entry from the Open Molecules 2025 dataset: the molecule C2H2ClP (ωB97M-V/def2-TZVPD).

Properties
Kohn-Sham gap (alpha / beta)   0.2510 / 0.2459 Eh

Each line ends with the natural charge from an NBO analysis.
Positions of all 6 atoms, in Å:
Cl  -1.3737  -0.1467  -0.6663  0.03
P  -1.6887  0.8097  -2.4142  0.28
C  0.7678  -0.0950  0.7339  -0.57
C  -0.3022  -0.8353  0.6013  -0.18
H  1.1719  0.8244  0.3410  0.21
H  1.4248  -0.5570  1.4043  0.22

Calculated relative energies: entry i 0.0032; entry ii 0.0000; entry iii 0.1604, given in hartree